{
  "formula": "C39H68AsF6N5O4PPbSbSi3",
  "method": "the ωB97M-V functional and the def2-TZVPD basis",
  "species": ["Pb", "C", "Sb", "C", "C", "C", "C", "C", "C", "N", "Si", "C", "C", "C", "C", "C", "C", "C", "C", "C", "N", "Si", "C", "C", "C", "Si", "C", "C", "C", "H", "H", "H", "H", "H", "H", "H", "H", "H", "H", "H", "H", "H", "H", "H", "H", "H", "H", "H", "H", "H", "H", "H", "H", "H", "H", "H", "H", "H", "H", "H", "H", "H", "H", "H", "H", "H", "H", "O", "C", "O", "C", "C", "N", "N", "C", "C", "O", "O", "H", "H", "H", "C", "C", "C", "C", "P", "N", "C", "C", "C", "C", "C", "C", "C", "C", "H", "H", "H", "H", "H", "H", "H", "H", "H", "H", "H", "H", "H", "H", "H", "H", "H", "H", "H", "H", "H", "H", "H", "H", "H", "H", "H", "F", "As", "F", "F", "F", "F", "F"],
  "positions_angstrom": [[-0.48746, -0.13805, 0.86222], [1.21926, 3.65190, -4.63686], [1.05084, 1.76981, -3.58605], [-0.39267, 2.55057, -2.19469], [-0.03965, 3.52623, -1.19909], [-0.83492, 3.70348, -0.05101], [-0.44788, 4.60580, 0.92051], [0.70869, 5.34432, 0.72409], [1.42997, 5.12865, -0.44663], [1.09093, 4.25294, -1.37665], [-2.14443, 2.05144, -2.65422], [-3.49321, 2.99074, -1.76139], [-2.39616, 0.20769, -2.44479], [-2.33534, 2.45090, -4.48944], [3.03730, 1.53065, -2.60676], [3.14979, 2.06592, -1.20072], [4.25786, 2.78567, -0.74732], [4.34778, 3.15160, 0.58420], [3.32438, 2.80657, 1.44646], [2.25503, 2.10612, 0.91422], [2.16242, 1.73398, -0.35731], [3.23423, -0.36688, -2.42894], [3.54261, -1.17419, -4.10127], [4.67699, -0.75452, -1.29591], [1.73302, -1.21599, -1.68133], [4.29946, 2.25926, -3.81944], [6.06181, 1.63868, -3.55204], [3.93591, 1.78659, -5.61457], [4.32224, 4.14354, -3.67076], [0.21956, 3.84487, -5.02872], [1.91686, 3.58579, -5.46955], [1.49307, 4.44796, -3.95384], [-1.72711, 3.10672, 0.07508], [-1.04167, 4.72707, 1.81884], [1.05668, 6.06040, 1.45598], [2.34368, 5.68703, -0.63096], [-3.66804, 2.61649, -0.75165], [-4.42334, 2.86184, -2.32262], [-3.28159, 4.06097, -1.71043], [-2.54071, -0.04488, -1.39265], [-1.56136, -0.37089, -2.84828], [-3.30297, -0.10414, -2.97134], [-2.23513, 3.52336, -4.67260], [-3.33505, 2.15021, -4.81510], [-1.61246, 1.92666, -5.11789], [5.06131, 3.04793, -1.41868], [5.21638, 3.69239, 0.94057], [3.34780, 3.04415, 2.50029], [1.43117, 1.82829, 1.56163], [4.51401, -0.91666, -4.52492], [2.77050, -0.91995, -4.83057], [3.52201, -2.25830, -3.96075], [5.64335, -0.53354, -1.75183], [4.65610, -1.81862, -1.04568], [4.60478, -0.20500, -0.35487], [0.77959, -0.75428, -1.94694], [1.83174, -1.22066, -0.59423], [1.70467, -2.25648, -2.01811], [6.14890, 0.57912, -3.79950], [6.43475, 1.77216, -2.53627], [6.72411, 2.18769, -4.22861], [4.48680, 0.88809, -5.89392], [4.28275, 2.59907, -6.25936], [2.88633, 1.60852, -5.84989], [3.59435, 4.49018, -2.93570], [4.08320, 4.61100, -4.62766], [5.30855, 4.49925, -3.36263], [-4.59473, 3.40189, 4.13565], [-3.53216, 3.19855, 4.88931], [-3.42687, 3.66842, 6.00032], [-2.43931, 2.35700, 4.32522], [-1.28086, 2.07932, 5.02670], [-0.51991, 1.30306, 4.24955], [-1.09903, 1.05699, 3.07582], [-2.26860, 1.68261, 3.09326], [-3.14591, 1.57861, 1.87216], [-4.24474, 2.16062, 1.89064], [-2.68899, 0.90495, 0.90823], [-4.51228, 2.93072, 3.24216], [-0.98059, 2.38986, 6.01236], [0.41715, 0.94426, 4.40820], [0.39353, -4.33821, 2.41249], [-0.86071, -4.78303, 1.64387], [-0.37151, -5.12450, 0.22881], [-1.43034, -6.05516, 2.27832], [-2.04028, -3.30808, 1.53945], [-1.24244, -2.01465, 1.28040], [-2.98982, -3.17210, 3.17415], [-1.97499, -3.26293, 4.32528], [-4.10117, -4.19801, 3.40997], [-3.58182, -1.75680, 3.27389], [-3.27703, -3.61456, 0.13729], [-2.59172, -3.31224, -1.20613], [-3.89270, -5.01522, 0.07307], [-4.40559, -2.58047, 0.27449], [1.16309, -5.10591, 2.29180], [0.22834, -4.20580, 3.47723], [0.77851, -3.40048, 2.01811], [0.47111, -5.81551, 0.31787], [-0.02114, -4.23245, -0.29232], [-1.13220, -5.61692, -0.37485], [-0.67599, -6.84507, 2.20712], [-2.32866, -6.41349, 1.77487], [-1.65994, -5.92588, 3.33461], [-1.58722, -4.26915, 4.47101], [-2.48360, -2.97484, 5.24974], [-1.13885, -2.57977, 4.17245], [-3.75129, -5.22757, 3.33548], [-4.93636, -4.06753, 2.72241], [-4.49308, -4.05633, 4.42213], [-2.82090, -1.01297, 3.04775], [-3.92237, -1.59857, 4.30142], [-4.43070, -1.59005, 2.61722], [-1.95530, -4.12240, -1.55059], [-1.99149, -2.40608, -1.14151], [-3.36459, -3.15528, -1.96377], [-3.15383, -5.77900, -0.16744], [-4.64326, -5.02865, -0.72389], [-4.39157, -5.30219, 0.99754], [-4.01180, -1.57086, 0.40793], [-5.07990, -2.80792, 1.09830], [-4.99999, -2.59342, -0.64348], [2.20668, -0.71244, 1.80114], [2.65710, -0.89200, 3.48654], [3.03079, -2.54996, 3.21581], [0.98967, -1.27734, 3.83768], [3.04704, -1.02785, 5.16272], [2.21894, 0.80631, 3.74802], [4.26381, -0.40076, 3.10488]],
  "forces_ev_per_angstrom": [[-0.07, 0.07, -0.07], [-0.04, 0.00, -0.01], [-0.03, -0.02, 0.03], [0.04, 0.03, 0.04], [0.00, -0.03, -0.06], [-0.03, -0.02, 0.02], [0.00, 0.01, 0.01], [0.00, 0.00, 0.00], [0.01, -0.01, -0.01], [0.00, 0.01, -0.04], [0.00, -0.01, -0.01], [-0.01, -0.02, 0.00], [-0.03, -0.02, 0.01], [-0.01, 0.02, 0.01], [0.04, 0.05, -0.05], [-0.10, -0.01, -0.07], [0.01, -0.01, -0.02], [0.00, 0.00, 0.01], [-0.01, 0.02, -0.01], [-0.03, 0.01, -0.03], [0.13, -0.06, 0.10], [-0.01, -0.03, 0.05], [-0.01, 0.00, 0.00], [0.00, 0.01, -0.02], [0.02, 0.00, 0.01], [0.01, 0.02, 0.02], [0.00, -0.02, 0.00], [0.00, -0.01, 0.00], [0.00, -0.01, 0.00], [0.01, -0.01, -0.01], [-0.01, 0.03, 0.03], [0.04, 0.02, 0.04], [0.04, 0.01, 0.02], [0.00, 0.00, 0.00], [0.00, 0.00, 0.00], [0.00, 0.00, 0.00], [-0.01, 0.00, -0.01], [0.00, 0.00, 0.00], [0.00, 0.00, 0.00], [0.01, 0.01, 0.02], [0.00, 0.00, 0.01], [0.01, 0.00, -0.02], [0.01, 0.00, 0.00], [0.00, 0.00, 0.00], [0.01, -0.01, -0.01], [0.00, 0.01, -0.01], [0.00, 0.00, 0.00], [0.00, 0.00, 0.00], [0.02, 0.02, -0.01], [0.00, 0.00, -0.01], [0.00, 0.00, 0.00], [0.00, 0.00, 0.00], [0.00, 0.02, 0.01], [0.01, -0.01, -0.02], [-0.03, -0.01, 0.01], [0.00, 0.00, -0.02], [0.00, 0.02, -0.01], [-0.01, 0.00, 0.00], [0.01, 0.00, 0.00], [0.00, 0.01, 0.00], [0.00, 0.00, 0.00], [0.00, 0.00, 0.01], [0.00, 0.00, -0.01], [0.01, -0.01, 0.00], [-0.03, 0.00, 0.00], [0.00, 0.01, 0.00], [0.00, 0.00, 0.00], [-0.03, -0.06, -0.16], [0.05, -0.03, 0.04], [0.00, 0.01, -0.02], [0.02, -0.01, -0.01], [-0.03, 0.00, 0.02], [0.06, 0.01, 0.00], [-0.06, -0.01, -0.03], [0.05, 0.02, -0.02], [-0.07, -0.08, 0.01], [0.02, 0.10, 0.09], [0.01, 0.00, 0.01], [0.02, 0.02, 0.06], [0.00, 0.00, 0.00], [-0.02, -0.01, 0.00], [-0.01, 0.00, 0.02], [-0.01, 0.02, 0.00], [-0.01, 0.02, -0.02], [-0.01, 0.00, 0.00], [-0.02, 0.02, 0.11], [0.04, -0.04, -0.12], [0.02, 0.00, -0.01], [0.00, -0.01, -0.01], [0.00, -0.02, 0.00], [-0.02, -0.01, 0.02], [0.00, 0.01, -0.01], [0.01, 0.00, 0.02], [0.00, -0.01, 0.00], [-0.01, 0.00, 0.00], [0.00, -0.01, 0.00], [0.00, 0.02, -0.01], [0.01, 0.00, -0.01], [0.01, 0.00, 0.00], [0.00, 0.00, 0.01], [0.01, 0.01, -0.01], [0.00, 0.00, 0.00], [0.01, 0.00, 0.00], [0.00, -0.01, -0.01], [0.01, 0.01, 0.00], [0.00, 0.00, 0.00], [0.00, 0.00, 0.01], [-0.01, 0.01, 0.00], [0.01, -0.01, 0.00], [0.00, 0.00, 0.00], [0.02, 0.00, -0.01], [-0.01, -0.01, 0.00], [0.01, 0.01, 0.00], [0.03, -0.02, 0.01], [-0.01, 0.00, -0.01], [0.00, -0.01, 0.00], [-0.02, 0.01, 0.01], [0.00, 0.00, 0.00], [-0.01, 0.00, 0.01], [0.00, 0.00, -0.02], [0.00, 0.01, -0.01], [0.00, 0.00, 0.00], [-0.03, -0.03, 0.03], [0.05, 0.10, 0.10], [-0.01, -0.02, 0.00], [-0.01, 0.00, 0.00], [0.00, 0.00, 0.00], [-0.01, -0.08, 0.00], [-0.01, -0.01, -0.02]],
  "total_charge": -1,
  "total_energy_ha": -6579.93335,
  "homo_lumo_gap_ev": [7.92, 7.01],
  "s_squared": 0.7747,
  "lumo_ev": [2.258, 0.923],
  "max_force_ev_per_a": 0.171,
  "spin_multiplicity": 2
}